<one>
Molecular formula: C4H8N2
Method: DFT, the ωB97M-V functional and the def2-TZVPD basis

Last column: Löwdin charge in e.
CARTESIAN COORDINATES (ANGSTROEM)
C -0.027 1.224 0.664  -0.220
C -1.187 -0.742 -0.048  -0.246
C 0.125 -1.363 -0.379  -0.148
C 1.276 0.606 0.321  -0.142
H 0.003 2.290 0.508  0.102
H -0.327 1.071 1.703  0.108
H -0.978 0.993 -1.119  0.085
H -1.530 -0.962 0.954  0.100
H -1.954 -1.160 -0.693  0.105
H 0.254 -2.205 -1.116  0.103
H 2.072 -1.010 -0.647  0.168
H 2.231 1.111 0.285  0.092
N -1.174 0.732 -0.180  -0.052
N 1.216 -0.585 -0.253  -0.054

Values from the calculation:
Molar mass   84.122 u
Frontier orbital gap   0.2712 Ha
Total charge   0
Highest occupied orbital energy   -0.2378 hartree

<two>
Molecular formula: C4H8N2
Method: DFT, the ωB97M-V functional and the def2-TZVPD basis

Last column: Löwdin charge in e.
CARTESIAN COORDINATES (ANGSTROEM)
C 2.018 -0.607 0.269  -0.206
C -0.129 0.259 0.267  -0.467
C 0.296 1.454 -0.090  -0.173
C -1.566 -0.358 0.164  -0.125
H 2.606 0.591 0.746  0.175
H 2.943 -0.936 -0.555  0.123
H 1.833 -1.305 1.242  0.103
H 0.328 -1.527 -0.574  0.128
H 0.075 -0.011 1.298  0.116
H 0.671 1.489 -1.154  0.125
H 1.348 1.517 0.197  0.048
H -0.468 2.243 0.078  0.120
N 0.839 -0.564 -0.672  -0.103
N -2.704 -0.372 -0.034  0.138

Values from the calculation:
Molar mass   84.122 u
Frontier orbital gap   0.4023 Ha
Total charge   0
Highest occupied orbital energy   -0.3789 hartree

<three>
Molecular formula: C4H8N2
Method: DFT, the ωB97M-V functional and the def2-TZVPD basis

Last column: Löwdin charge in e.
CARTESIAN COORDINATES (ANGSTROEM)
C -1.504 -0.377 -0.586  -0.169
C -1.337 0.334 0.456  -0.097
C -1.370 1.036 1.740  -0.053
C 2.078 -0.380 -1.059  -0.164
N -0.262 0.182 -0.849  0.000
N 0.833 -0.840 -0.493  -0.142
H -2.193 -1.127 -0.975  0.103
H -0.529 0.714 2.351  0.086
H -2.321 0.965 2.279  0.084
H -1.249 2.081 1.562  0.066
H 2.354 0.622 -0.707  0.081
H 2.790 -1.006 -0.712  0.032
H 1.911 -0.396 -2.115  0.064
H 0.801 -1.807 -0.893  0.108

Values from the calculation:
SMILES   CNN1C=C1C
Molar mass   84.122 u
Frontier orbital gap   0.3292 Ha
Total charge   0
Highest occupied orbital energy   -0.2889 hartree

Which of them is least stable? Easy: <two>.

<one>
Molecular formula: C4H8N2
Method: DFT, the ωB97M-V functional and the def2-TZVPD basis

Last column: Löwdin charge in e.
CARTESIAN COORDINATES (ANGSTROEM)
C 1.954 -0.136 -0.003  -0.153
N 1.057 -1.242 0.298  0.013
C 0.690 -0.294 -0.762  -0.362
C -0.294 0.825 -0.578  -0.112
C -1.754 0.017 0.144  -0.137
N -0.745 0.838 0.795  -0.087
H 2.896 -0.401 -0.478  0.099
H 2.006 0.688 0.707  0.106
H 0.534 -0.989 1.137  0.073
H 0.751 -0.699 -1.769  0.126
H -1.528 0.283 -1.028  0.114
H -1.652 -1.050 0.327  0.106
H -2.768 0.413 0.207  0.114
H -1.147 1.747 1.005  0.101

Values from the calculation:
Molar mass   84.122 u
Frontier orbital gap   0.3419 Ha
Total charge   0
Highest occupied orbital energy   -0.3086 hartree

<two>
Molecular formula: C4H8N2
Method: DFT, the ωB97M-V functional and the def2-TZVPD basis

Last column: Löwdin charge in e.
CARTESIAN COORDINATES (ANGSTROEM)
C -0.365 1.310 0.307  -0.096
N -0.394 -0.027 -0.303  -0.272
C -1.318 -0.927 0.333  -0.111
C 0.902 -0.450 -0.905  -0.170
C 2.015 -0.054 -0.049  -0.251
N 2.773 0.063 0.816  0.146
H -1.326 1.519 0.803  0.086
H -0.235 2.096 -0.448  0.086
H 0.420 1.440 1.071  0.073
H -1.089 -1.099 1.396  0.084
H -1.308 -1.869 -0.216  0.082
H -2.328 -0.489 0.258  0.086
H 0.821 -0.083 -1.918  0.110
H 1.430 -1.431 -1.144  0.149

Values from the calculation:
SMILES   CN(C)CC#N
Molar mass   84.122 u
Frontier orbital gap   0.3531 Ha
Total charge   0
Highest occupied orbital energy   -0.3228 hartree

<three>
Molecular formula: C4H8N2
Method: DFT, the ωB97M-V functional and the def2-TZVPD basis

Last column: Löwdin charge in e.
CARTESIAN COORDINATES (ANGSTROEM)
C -2.138 0.597 0.799  -0.055
C -0.807 0.093 0.113  -0.236
C 1.809 -0.087 0.108  -0.115
C 1.381 -0.449 -1.269  -0.212
H -2.103 1.301 1.489  -0.008
H -2.902 0.611 -0.012  0.075
H -2.675 -0.192 1.483  0.105
H -0.340 0.832 -0.478  0.077
H 1.433 0.701 0.732  0.077
H 2.830 -0.503 0.560  0.128
H 2.097 -0.855 -1.962  0.094
H 0.918 0.354 -1.817  0.085
N -0.384 -1.037 0.462  0.039
N 0.881 -1.366 -0.206  -0.055

Values from the calculation:
SMILES   C/C=N/N1CC1
Molar mass   84.122 u
Frontier orbital gap   0.3897 Ha
Total charge   0
Highest occupied orbital energy   -0.3525 hartree

Which of them is least stable? Easy: <one>.

<one>
Molecular formula: C4H8N2
Method: DFT, the ωB97M-V functional and the def2-TZVPD basis

Last column: Löwdin charge in e.
CARTESIAN COORDINATES (ANGSTROEM)
C -1.687 0.777 0.163  -0.201
C -0.706 0.644 -0.991  -0.100
C -1.435 -0.719 0.514  -0.160
C -0.469 -0.641 -0.681  -0.146
N 3.628 0.092 0.252  -0.009
N 2.410 -0.178 0.410  -0.010
H -1.319 1.474 0.870  0.077
H -0.440 1.373 -1.787  0.102
H -1.228 -1.062 1.550  0.108
H -2.192 -1.323 0.129  0.067
H 0.184 -1.467 -1.051  0.094
H -2.703 1.135 -0.100  0.106
H 3.719 0.519 -0.631  0.011
H 2.239 -0.622 1.352  0.061

Values from the calculation:
Molar mass   84.122 u
Frontier orbital gap   0.3536 Ha
Total charge   0
Highest occupied orbital energy   -0.3267 hartree

<two>
Molecular formula: C4H8N2
Method: DFT, the ωB97M-V functional and the def2-TZVPD basis

Last column: Löwdin charge in e.
CARTESIAN COORDINATES (ANGSTROEM)
C -1.835 -0.282 0.912  -0.097
C -0.121 -0.104 -0.997  -0.164
C 1.496 -0.035 -0.765  -0.128
C 1.557 0.507 0.679  -0.187
H -2.040 -1.430 1.247  0.099
H -1.951 0.402 1.835  0.090
H -2.586 -0.084 -0.027  0.114
H -0.461 0.676 -1.777  0.120
H -0.315 -1.046 -1.529  0.097
H 2.038 0.757 -1.391  0.108
H 1.961 -1.067 -0.920  0.108
H 2.394 1.076 1.196  0.117
N -0.542 0.065 0.363  -0.298
N 0.404 0.564 1.174  0.021

Values from the calculation:
SMILES   CN1CCC=N1
Molar mass   84.122 u
Frontier orbital gap   0.3235 Ha
Total charge   0
Highest occupied orbital energy   -0.2847 hartree

Which of them is least stable? Easy: <one>.

<one>
Molecular formula: C4H8N2
Method: DFT, the ωB97M-V functional and the def2-TZVPD basis

Last column: Löwdin charge in e.
CARTESIAN COORDINATES (ANGSTROEM)
C 1.546 0.399 0.073  -0.228
N 1.629 -1.079 0.228  -0.018
C 0.599 -1.089 -0.789  -0.181
C 0.334 0.215 -0.808  -0.149
C -2.141 0.166 0.384  -0.138
N -1.131 0.495 1.077  0.016
H 2.361 0.691 -0.594  0.108
H 1.533 1.003 0.980  0.096
H 1.246 -1.323 1.147  0.096
H 0.441 -1.856 -1.522  0.092
H -0.255 0.894 -1.415  0.098
H -2.268 -0.892 0.129  0.073
H -2.871 0.866 -0.036  0.072
H -1.024 1.509 1.146  0.063

Values from the calculation:
Molar mass   84.122 u
Frontier orbital gap   0.3351 Ha
Total charge   0
Highest occupied orbital energy   -0.2977 hartree

<two>
Molecular formula: C4H8N2
Method: DFT, the ωB97M-V functional and the def2-TZVPD basis

Last column: Löwdin charge in e.
CARTESIAN COORDINATES (ANGSTROEM)
C -1.738 0.324 -0.207  -0.116
C -0.596 -0.685 -0.133  -0.217
C 0.723 -0.145 0.466  -0.407
N 1.855 -0.865 -0.099  0.035
C 0.825 1.332 0.324  -0.198
N 0.913 2.482 0.239  0.149
H -1.498 1.133 -0.904  0.072
H -1.949 0.779 0.767  0.080
H -2.649 -0.167 -0.561  0.074
H -0.888 -1.556 0.463  0.111
H -0.377 -1.065 -1.137  0.109
H 0.722 -0.333 1.545  0.145
H 1.931 -0.663 -1.092  0.082
H 2.726 -0.570 0.331  0.081

Values from the calculation:
SMILES   CC[C@@H](N)C#N
Molar mass   84.122 u
Frontier orbital gap   0.4138 Ha
Total charge   0
Highest occupied orbital energy   -0.3808 hartree

<three>
Molecular formula: C4H8N2
Method: DFT, the ωB97M-V functional and the def2-TZVPD basis

Last column: Löwdin charge in e.
CARTESIAN COORDINATES (ANGSTROEM)
C -1.883 1.058 0.080  -0.033
C -0.723 0.108 0.026  -0.471
N -1.060 -1.195 -0.223  0.149
C 1.539 -0.140 0.289  -0.301
C 2.750 -0.056 -0.246  -0.012
N 0.456 0.604 -0.089  0.056
H -2.008 -1.503 -0.103  0.096
H -0.348 -1.902 -0.156  0.089
H 1.282 -0.889 1.085  0.115
H -2.601 0.859 -0.715  0.075
H -2.399 0.987 1.036  0.079
H -1.537 2.079 -0.046  0.078
H 3.582 -0.632 0.119  0.035
H 2.949 0.622 -1.058  0.045

Values from the calculation:
SMILES   C=C/N=C(/C)N
Molar mass   84.122 u
Frontier orbital gap   0.3226 Ha
Total charge   0
Highest occupied orbital energy   -0.2913 hartree

Which of them is least stable? Easy: <one>.

<one>
Molecular formula: C4H8N2
Method: DFT, the ωB97M-V functional and the def2-TZVPD basis

Last column: Löwdin charge in e.
CARTESIAN COORDINATES (ANGSTROEM)
C -0.593 1.808 -0.410  -0.128
N -0.408 0.686 0.503  -0.096
C 0.479 -0.335 -0.027  -0.425
C 0.770 -1.433 0.996  -0.056
C -0.114 -0.959 -1.241  -0.197
N -0.707 -1.433 -2.114  0.150
H 0.351 2.357 -0.493  0.082
H -1.342 2.488 0.004  0.081
H -0.910 1.512 -1.423  0.076
H -1.309 0.259 0.697  0.116
H 1.418 0.158 -0.309  0.145
H 1.455 -2.174 0.572  0.085
H 1.216 -0.997 1.893  0.082
H -0.156 -1.945 1.276  0.085

Values from the calculation:
SMILES   CN[C@@H](C)C#N
Molar mass   84.122 u
Frontier orbital gap   0.3949 Ha
Total charge   0
Highest occupied orbital energy   -0.3586 hartree

<two>
Molecular formula: C4H8N2
Method: DFT, the ωB97M-V functional and the def2-TZVPD basis

Last column: Löwdin charge in e.
CARTESIAN COORDINATES (ANGSTROEM)
C -0.276 1.299 0.525  -0.075
N -0.365 0.057 -0.231  -0.266
C -1.430 -0.859 0.117  -0.091
C 0.811 -0.508 -0.799  -0.194
C 2.050 0.140 -0.499  -0.319
N 2.916 0.690 0.048  0.138
H -1.166 1.407 1.154  0.085
H -0.231 2.162 -0.151  0.090
H 0.615 1.325 1.163  0.074
H -1.303 -1.275 1.127  0.087
H -1.447 -1.690 -0.597  0.083
H -2.406 -0.356 0.069  0.087
H 0.600 -1.084 -1.697  0.120
H 1.632 -1.306 -0.230  0.182

Values from the calculation:
SMILES   CN(C)CC#N
Molar mass   84.122 u
Frontier orbital gap   0.3415 Ha
Total charge   0
Highest occupied orbital energy   -0.3139 hartree

<three>
Molecular formula: C4H8N2
Method: DFT, the ωB97M-V functional and the def2-TZVPD basis

Last column: Löwdin charge in e.
CARTESIAN COORDINATES (ANGSTROEM)
C 2.147 0.166 0.380  -0.098
C 0.738 0.212 0.955  -0.245
N -0.154 -0.595 0.128  0.040
C -2.445 -0.126 -1.176  -0.111
C -1.362 -0.137 -0.235  -0.455
N -2.241 0.715 0.083  0.132
H 2.161 0.575 -0.636  0.077
H 2.516 -0.867 0.341  0.074
H 2.843 0.744 0.993  0.074
H 0.730 -0.145 1.992  0.112
H 0.348 1.236 0.957  0.117
H 0.272 -1.268 -0.493  0.133
H -3.213 -0.901 -1.156  0.074
H -2.340 0.391 -2.133  0.076

Values from the calculation:
SMILES   CCNC1=NC1
Molar mass   84.122 u
Frontier orbital gap   0.3637 Ha
Total charge   0
Highest occupied orbital energy   -0.3292 hartree

<four>
Molecular formula: C4H8N2
Method: DFT, the ωB97M-V functional and the def2-TZVPD basis

Last column: Löwdin charge in e.
CARTESIAN COORDINATES (ANGSTROEM)
C -0.970 -0.898 0.289  -0.254
C 1.268 -0.480 0.175  -0.347
C 1.090 1.054 0.383  -0.080
C -1.388 0.558 0.167  -0.066
H -1.757 -1.376 -0.073  0.055
H -1.125 -1.182 1.338  0.132
H 0.088 -0.718 -1.345  0.124
H 1.431 -1.214 1.070  0.137
H 2.157 -0.617 -0.377  0.076
H 2.024 1.528 -0.380  0.137
H -0.535 2.184 -0.119  0.103
H -2.293 1.089 -0.511  0.162
N 0.233 -1.173 -0.442  -0.071
N -0.224 1.245 -0.175  -0.110

Values from the calculation:
Molar mass   84.122 u
Frontier orbital gap   0.2725 Ha
Total charge   0
Highest occupied orbital energy   -0.2679 hartree

Which of them is least stable? Easy: <four>.

<one>
Molecular formula: C4H8N2
Method: DFT, the ωB97M-V functional and the def2-TZVPD basis

Last column: Löwdin charge in e.
CARTESIAN COORDINATES (ANGSTROEM)
C 0.347 -0.423 1.358  -0.044
N 0.322 0.246 0.064  -0.236
C 0.307 1.703 0.056  -0.044
C 0.068 -0.440 -1.027  -0.102
C -0.796 -1.656 -1.165  -0.360
N -1.499 -2.096 -0.230  0.075
H 0.376 0.326 2.153  0.087
H 1.243 -1.048 1.420  0.097
H -0.540 -1.077 1.413  0.063
H -0.603 2.047 0.564  0.098
H 0.281 2.062 -0.974  0.086
H 1.180 2.111 0.571  0.090
H 0.211 0.125 -1.951  0.103
H -0.896 -1.879 -2.250  0.088

Values from the calculation:
Molar mass   84.122 u
Frontier orbital gap (spin up / spin down)   0.3038 / 0.2468 Ha
Total charge   0
Highest occupied orbital energy (spin up / spin down)   -0.2964 / -0.2448 hartree

<two>
Molecular formula: C4H8N2
Method: DFT, the ωB97M-V functional and the def2-TZVPD basis

Last column: Löwdin charge in e.
CARTESIAN COORDINATES (ANGSTROEM)
C -1.598 -0.603 1.726  -0.188
C -1.289 0.296 0.497  -0.338
C 0.082 -0.167 -0.006  -0.129
C 2.476 0.490 -2.184  -0.035
H -1.140 0.000 2.767  0.131
H -1.123 -1.726 1.671  0.080
H -2.876 -0.845 1.774  0.125
H -1.996 -0.006 -0.307  0.103
H -1.248 1.392 0.630  0.103
H 0.179 -1.493 -0.006  0.190
H 2.107 1.327 -2.671  0.018
H 3.465 0.200 -2.531  0.050
N 0.917 0.977 -0.419  0.020
N 2.044 0.157 -0.939  -0.130

Values from the calculation:
SMILES   C=N/N=C/CC
Molar mass   84.122 u
Frontier orbital gap   0.3464 Ha
Total charge   0
Highest occupied orbital energy   -0.3359 hartree

Which of them is least stable? Easy: <two>.